# 1
This record from OMol25 describes a 2-piece molecular cluster, C27H33O3Si overall. The level of theory is ωB97M-V/def2-TZVPD.

```
! wB97M-V def2-TZVPD RIJCOSX def2/J DEFGRID3
* xyz 1 1
Si 1.4448 -1.0966 1.6856
O 5.4182 6.6225 -5.1056
O 2.5353 -1.2461 -1.3370
O 1.2015 -0.2375 0.2042
C 1.8897 -0.1704 -0.9217
C 2.2894 3.8498 -0.1472
C 3.8181 4.1322 -2.1008
C 0.7568 5.0979 1.8669
C 3.6035 7.5975 -6.3458
C 4.9338 5.7941 -7.3264
C 2.7349 7.5388 -7.4334
C 1.8487 1.0159 -1.6812
C 4.4955 3.5959 -3.2334
C 4.6646 6.6903 -6.2912
C 1.7659 -2.4613 -1.6728
C -0.0664 -0.5459 2.6088
C 3.8877 5.5546 -1.9582
C 1.5072 3.9502 2.1617
C 0.6985 5.5723 0.5507
C 2.9544 6.6147 -8.4607
C 4.0576 5.7564 -8.4119
C 1.4401 -2.9427 1.4652
C 4.9307 4.3939 -4.2784
C 2.6601 0.9662 -2.8922
C 3.1466 3.2705 -1.1515
C 3.0477 -0.4802 2.3807
C 1.4262 4.9433 -0.4543
C 4.9286 5.7834 -4.1097
C 2.2520 3.3198 1.1692
C 0.5492 1.6802 -1.5969
C 4.4469 6.3620 -2.9293
H 0.8109 -2.5135 -1.1316
H 2.8577 2.4391 1.3957
H 2.9974 0.5860 2.6385
H -0.2831 1.0224 -1.9176
H 5.7992 5.1340 -7.2506
H 2.3115 -3.3210 0.9151
H 1.3533 5.2964 -1.4870
H 3.4658 8.2987 -5.5216
H 2.3720 0.1839 -3.6157
H 2.6231 1.9299 -3.4020
H 3.6560 2.3330 -0.9121
H 0.5394 2.5837 -2.2196
H 3.2647 -1.0464 3.2993
H 1.5222 3.5528 3.1786
H 4.2451 5.0454 -9.2179
H 3.7018 0.7705 -2.6074
H 4.4987 7.4449 -2.8127
H 0.3481 1.9777 -0.5593
H -0.9692 -0.9829 2.1579
H 0.5238 -3.2988 0.9757
H 1.5774 -2.4397 -2.7507
H 1.4671 -3.3781 2.4771
H -0.1707 0.5476 2.5959
H 2.4040 -3.3039 -1.4007
H 2.2634 6.5674 -9.3047
H 0.2196 5.6223 2.6597
H 3.5022 6.0304 -1.0572
H 5.2968 3.9699 -5.2147
H 3.8807 -0.6335 1.6803
H 0.0922 6.4465 0.3052
H 1.8848 8.2210 -7.4650
H -0.0079 -0.8811 3.6545
H 4.6651 2.5246 -3.3031
*
```

Calculated values
DFT total energy (eV): -42547.153
Gap between HOMO and LUMO (eV): 5.09
ΔE to the lowest compared entry with this formula, charge and spin (eV): 0.6191

***

# 2
This record from OMol25 describes a 3-piece molecular cluster, C17H30N4O4 overall. The level of theory is ωB97M-V/def2-TZVPD.

```
! wB97M-V def2-TZVPD RIJCOSX def2/J DEFGRID3
* xyz 0 1
O -5.5418 -3.8721 -0.4664
O -1.0907 -2.5319 0.3417
O 2.7022 2.7980 0.0729
O 0.1793 0.9242 2.9269
N 1.4782 5.0208 1.4342
N -4.1993 -1.3416 -0.1694
N 6.5377 -1.6816 1.5373
N -0.4308 -1.4164 2.3593
C 3.2368 -0.2115 1.7724
C -6.9439 -3.7678 -0.6493
C 5.8078 -0.5043 0.9054
C -4.7658 -3.3425 -1.5373
C 1.8271 2.0954 -0.7907
C -4.5929 -1.8098 -1.5035
C -5.8347 -1.0440 -1.9515
C 1.8966 5.1590 0.0332
C 2.9871 4.1320 -0.3359
C 4.2454 -0.9528 0.8463
C 1.3860 -1.8549 0.7505
C 0.6624 5.0895 -0.8614
C 3.8755 -2.1044 -0.1220
C 0.4138 -0.1892 2.4326
C 1.7403 -0.6765 1.6975
C -0.1722 -2.0326 1.0152
C 2.3797 -2.5959 -0.1643
H 5.9453 0.4597 1.5064
H 3.2263 4.1656 -1.4060
H -5.1586 -3.6822 -2.5038
H -3.3154 -1.7814 0.0833
H -4.8636 -1.7356 0.4980
H 6.5986 -2.3630 0.7523
H 0.0129 4.2461 -0.6178
H -3.7892 -1.5575 -2.2041
H 0.9446 5.0113 -1.9154
H 1.2419 4.0388 1.5853
H -7.4191 -4.5641 -0.0713
H -7.2334 -3.8796 -1.6970
H 2.0355 1.0283 -0.6797
H 1.9618 2.3763 -1.8380
H 5.8145 -2.0973 2.1612
H 2.3320 6.1561 -0.0959
H 3.5229 0.6309 2.4759
H 4.6238 -2.6245 -0.8061
H 6.1088 -0.3762 -0.2016
H -5.5781 -0.0053 -2.1761
H -7.3041 -2.8173 -0.2514
H 2.0158 -3.4503 -0.8158
H 0.0604 5.9946 -0.7463
H 0.7927 2.2589 -0.4825
H -3.7745 -3.7942 -1.4313
H -6.2620 -1.4829 -2.8580
H -0.0116 -2.0480 3.0704
H 2.2881 5.1679 2.0336
H -6.6122 -1.0177 -1.1851
H 3.9038 4.4109 0.1937
*
```

Calculated values
DFT total energy (eV): -32259.781
Gap between HOMO and LUMO (eV): 7.78
Structure (SMILES): NCc1ccc2c(c1)C(=O)NC2=O.COC[C@@H](C)N.COC[C@@H](C)N
ΔE to the lowest compared entry with this formula, charge and spin (eV): 3.4309

***

# 3
This record from OMol25 describes a 2-piece molecular cluster, C4H12N2O2 overall. The level of theory is ωB97M-V/def2-TZVPD.

```
! wB97M-V def2-TZVPD RIJCOSX def2/J DEFGRID3
* xyz 0 1
O -0.0833 1.7038 3.1290
O 1.6175 1.4693 -1.6106
N 0.0293 1.3000 0.9127
N -0.2991 -0.8476 -1.2269
C -0.6919 0.0401 1.0238
C -1.3260 -0.3639 -0.2691
C 0.2737 -2.1834 -0.8899
C 0.2508 2.0508 2.0116
H 1.2128 0.5838 -1.6386
H -0.0239 -2.4418 0.1270
H -0.1147 -2.9178 -1.5972
H -1.4606 0.1933 1.7689
H -2.0583 -1.1563 -0.1229
H 2.4720 1.3074 -1.1923
H 0.7292 3.0170 1.8049
H -1.6061 0.5687 -0.7533
H -0.6939 -0.9405 -2.1376
H -0.0603 -0.6709 1.5771
H 0.4694 1.4712 0.0148
H 1.3636 -2.1831 -0.9315
*
```

Calculated values
DFT total energy (eV): -11417.684
Gap between HOMO and LUMO (eV): 10.13
Structure (SMILES): CNCCNC=O.O
ΔE to the lowest compared entry with this formula, charge and spin (eV): 1.5326

***

# 4
This record from OMol25 describes a 14-piece molecular cluster, C78H180N8O18 overall. The level of theory is ωB97M-V/def2-TZVPD.

```
! wB97M-V def2-TZVPD RIJCOSX def2/J DEFGRID3
* xyz 0 1
O -2.8361 3.0011 -0.3670
O -4.8432 3.9155 1.5855
O 4.0904 4.1368 6.8876
O 8.8160 4.7918 -1.0604
O 6.4105 -0.3436 -0.6044
O -4.6168 -7.0199 -3.5473
O -3.1024 -5.8846 -1.4090
O 3.1754 -0.8113 4.1459
O 3.1692 1.2259 6.4653
O 7.0298 2.5406 -0.1148
O -1.7182 3.7978 -3.0380
O -1.3047 -1.7999 -1.2493
O -8.8688 2.7958 -2.5956
O 1.1619 2.7527 1.5808
O -10.9271 4.3186 -1.3146
O -6.0113 1.8107 -3.0281
O -3.5104 -4.2435 1.7329
O 0.4413 0.1736 0.5160
N 4.6005 -4.3002 0.2191
N -0.3263 -2.3989 6.1106
N -1.1828 -4.0103 -5.1727
N 4.2260 5.9565 -2.4250
N 5.0380 5.0883 2.4982
N 0.7744 -4.9130 1.5518
N 2.8394 1.3415 -4.8486
N -7.8005 -1.8047 -1.0574
C 5.4820 4.1485 6.6721
C 3.8147 -2.4939 -1.2385
C 2.8832 1.2284 -6.2894
C -11.9373 5.2322 -0.9508
C 3.2277 1.4687 5.0848
C 1.8244 5.8630 4.6198
C -2.0800 2.5159 -2.6837
C 4.5476 -0.3771 -4.1793
C -2.3818 -1.5056 -2.0563
C -4.8994 -7.8744 -4.6563
C -0.0489 -7.1875 0.5507
C -10.9291 4.0841 -2.7008
C 1.6766 6.1154 3.0998
C -3.0320 -4.7891 -0.5517
C 2.3431 -0.6098 2.9870
C 1.7134 1.9749 -6.9194
C 0.4102 -8.3679 1.4500
C 3.0851 5.0757 -2.2107
C 5.2602 5.1856 -3.1100
C -8.9696 -1.7040 -0.0977
C -0.9165 3.8994 -4.1663
C -6.8968 1.7893 -1.9835
C -4.6411 4.5188 0.3184
C 0.6408 -3.7776 -2.2149
C 1.8405 -8.3374 1.9646
C -1.5135 -1.4046 0.1452
C 1.6631 0.8121 -2.5785
C 6.1055 -1.0488 0.6080
C -7.1761 -2.7320 -3.2965
C -6.5757 -2.3167 -0.4480
C -3.3683 -6.5099 -3.6944
C 2.5646 2.8238 1.4046
C -3.4069 -5.3479 0.8346
C 3.4550 -3.3878 -0.0239
C -10.1640 2.7439 -3.0535
C -6.2860 2.7989 -3.9903
C -9.3629 -2.9354 0.6895
C 1.7774 0.6019 -4.1790
C 9.0859 3.7839 -2.0725
C 4.0517 0.2914 4.4388
C 4.6351 6.4613 -1.1576
C 4.4896 -5.5239 -0.6139
C 5.0049 5.0522 -4.6151
C -3.1266 -5.4210 -2.7447
C -6.0531 -1.4783 0.7619
C -2.5494 -4.2013 2.7481
C 0.4037 2.5316 0.3858
C 1.8095 5.7717 -1.8521
C 4.7374 -3.7075 2.7108
C -8.2075 -2.7149 -2.2180
C 4.6171 -4.7873 1.6540
C -0.4048 -3.5865 -4.4128
C 0.9786 -2.7772 5.6797
C 4.1098 5.7371 2.5413
C 0.7879 -3.7231 4.5035
C 1.2435 -5.1451 -2.4399
C 0.5972 -2.9795 -3.5508
C 0.3946 -5.9206 1.1211
C 7.2824 3.7099 0.6377
C -0.8911 -3.3961 7.0021
C -8.3927 1.5033 -2.2414
C 4.1386 1.0988 -4.2480
C -3.1760 4.3468 -0.0868
C -5.4122 2.6817 1.4349
C -0.3984 1.2977 0.5912
C 2.9300 6.6673 2.4687
C 5.5768 0.7809 -0.7274
C -0.1741 -1.0522 0.8364
C -2.4053 -3.3780 7.0184
C 5.6962 7.5845 -1.2662
C 2.5492 2.2484 7.1953
C 8.6356 4.2329 0.2798
C 5.7702 1.9845 0.1505
C 3.5967 3.1841 7.8008
C 5.8001 -6.2593 -0.6664
C -0.2866 -0.0177 5.6623
C -0.3355 -1.0913 6.7168
C -3.2397 2.5351 -1.6558
H 4.7865 6.0235 -5.0501
H 1.9294 -7.4082 2.4773
H 5.7896 8.0604 -0.2526
H 2.4313 0.3206 -2.0062
H 1.5253 6.5675 -2.5701
H 0.4422 -1.0088 7.4950
H -1.3852 3.4254 -5.0421
H -8.5381 -3.4148 1.1518
H 0.8104 5.6188 5.0527
H 2.9174 1.8054 1.0988
H -0.1498 1.0262 5.9568
H -1.2268 -1.0731 7.3120
H -8.5428 -0.8424 0.5213
H -7.7247 -2.8767 -4.2574
H 6.4938 -2.0699 0.5765
H -5.3205 4.1171 -0.4362
H 4.8950 1.5774 -4.8788
H 4.1968 1.5567 -3.3157
H -4.7695 2.0431 0.8824
H -6.4274 -0.4422 0.7775
H 0.4124 -7.2597 -0.3930
H 3.9172 -0.9632 -3.5038
H -3.3320 -1.9103 -1.5705
H 4.2500 -5.2729 -1.6208
H 1.7674 6.1303 -0.8118
H 5.7948 0.9863 -1.7852
H -3.0043 4.9340 -0.9375
H 3.7358 -3.0549 -2.1949
H 9.2034 4.3465 -3.0079
H -6.7384 -3.3907 -0.0431
H 4.9708 2.6476 -0.0116
H 2.8269 6.7383 1.3800
H -6.4610 -3.5295 -3.3321
H -9.7983 -3.7289 0.1028
H -2.1609 -0.5598 0.0917
H 2.5985 -3.8805 -0.2754
H 1.4835 -1.2584 2.9929
H -6.1470 -1.8319 1.7928
H 3.7853 -5.4347 1.8970
H -10.7491 1.9907 -2.5678
H 0.2471 -4.5880 4.7594
H 0.9289 6.9403 3.1221
H 5.0524 -4.2692 3.6504
H -4.8133 -7.3238 -5.6235
H 6.4934 -0.4404 1.4235
H 5.9378 4.6708 -5.0672
H 6.6353 7.2168 -1.6669
H -9.7652 -1.2496 -0.6583
H 4.6030 -0.8824 -5.1182
H 2.0524 1.6771 8.0410
H -7.0524 2.6401 -4.7297
H -1.4970 -3.9881 2.4155
H 8.2659 3.0805 -2.2206
H -2.4282 -5.1001 3.3624
H 0.5926 -1.8245 0.4500
H 5.2897 8.3074 -1.9582
H 6.2844 5.6393 -2.9856
H 8.7738 5.1248 0.8631
H 0.9949 5.1031 -1.9496
H 1.5613 -2.8357 -3.9777
H 5.5413 -2.9174 2.5097
H 1.7378 1.8872 -2.3742
H -4.2630 -5.9789 0.7722
H 3.7873 -6.2754 -0.1784
H 0.2458 -1.9392 -3.4467
H 3.2886 -2.7719 0.8432
H -6.3567 3.7960 -3.6094
H -3.9959 3.1646 -2.0721
H 0.8070 0.7930 -4.6284
H -2.4092 1.9253 -3.5574
H 5.5248 -0.4503 -3.7283
H 4.9832 -1.1527 0.7009
H 2.8583 4.5802 -3.1371
H -2.9204 -3.4365 3.4632
H 5.7210 5.1615 6.3601
H 3.1832 4.2179 -1.4968
H 6.0056 3.9488 7.6002
H 2.1267 -5.0678 -3.0640
H 5.1302 5.6802 -0.5381
H 5.7482 1.6481 1.1693
H 1.8670 2.7719 6.5572
H -2.2394 -2.1036 -2.9629
H -5.7064 -2.3155 -1.1640
H -2.9334 -4.1558 7.6386
H 1.6445 -5.5945 -1.5061
H -4.1548 -8.6528 -4.7093
H 0.7009 0.4730 -2.3049
H -10.2917 2.6758 -4.1456
H -8.4006 -3.7381 -1.8978
H -8.9066 1.1445 -1.3239
H 2.9074 -0.8802 2.1021
H 0.8123 1.6735 -6.4121
H -5.6639 2.2793 2.4529
H -1.9709 -4.3489 -0.4637
H 2.0308 0.4209 2.8890
H 1.4923 -3.2677 6.4396
H 2.1935 1.4024 4.6772
H -2.1773 -4.9857 -3.0844
H 4.1980 4.3914 -4.9144
H -1.1561 1.9585 -2.3459
H 5.4159 4.1591 -2.6909
H 4.5449 0.6399 3.4692
H -6.5942 -1.8061 -3.3668
H -11.9466 4.1376 -3.0352
H -3.8921 -4.6268 -2.8006
H 1.9307 -0.4447 -4.4426
H -0.2951 3.3400 0.1062
H -9.1526 -2.3337 -2.6628
H -1.8617 -2.3558 0.5558
H -2.5837 -0.4599 -2.3097
H 2.4978 5.0921 4.8251
H 1.1349 2.2619 -0.3690
H -6.6025 0.9717 -1.3259
H -0.3820 -3.8237 -1.8135
H 3.1138 7.6530 2.7826
H -8.5295 0.7294 -3.0781
H 1.3496 5.2355 2.5981
H 0.5375 -0.2649 4.9176
H 0.2772 -9.3106 0.8780
H 2.4706 -8.3750 1.0949
H 0.4100 -3.2754 3.5987
H 3.8196 6.9135 -0.7034
H 3.8194 1.6425 -6.6524
H -2.7230 -2.4032 7.4218
H 3.2277 -1.6242 -1.3716
H 4.8438 -2.1702 -1.1157
H 1.5364 -1.9090 5.3227
H -2.6287 -7.3717 -3.6045
H 2.7615 0.1230 -6.5912
H -10.0907 -2.6272 1.4521
H -12.8617 4.6283 -0.7246
H 6.1595 -6.5749 0.3180
H 5.4546 -5.4867 1.7445
H -6.3476 2.6685 0.8424
H 4.4002 2.4970 8.0677
H 5.5213 -7.1702 -1.1888
H 6.4149 4.3828 0.5519
H -2.5253 4.6917 0.7007
H -3.8300 -4.0742 -0.6965
H -0.4098 -3.4344 7.9586
H -0.7500 4.9385 -4.3519
H 1.1356 -3.1612 -1.4531
H 3.7334 -3.3071 2.9331
H 0.5561 -5.7778 -2.9767
H 1.6905 1.8710 -7.9973
H 3.7264 2.4467 4.8450
H -1.1132 -7.2199 0.4920
H 4.7249 -0.1125 5.2456
H 6.5508 -5.7591 -1.2257
H 2.0957 -9.1245 2.6986
H 2.9777 3.0971 2.4012
H 9.4562 3.4498 0.3789
H -12.2167 6.0370 -1.7013
H -2.7634 -3.4434 5.9783
H -3.2798 -6.2090 -4.7436
H -2.5875 -5.9827 1.1770
H -0.2123 -8.3247 2.3621
H 2.0935 6.6842 5.2212
H -10.3813 4.9547 -3.2273
H -4.9189 -1.4594 0.7437
H 3.1888 3.6993 8.6581
H -5.8331 -8.3865 -4.4896
H 4.5350 0.4514 -0.6163
H 1.7123 -4.0312 4.0351
H -6.9024 2.7162 -1.3161
H -0.8018 1.4716 1.6239
H 1.7356 3.0146 -6.7033
H -0.6521 -4.3843 6.6028
H 10.0060 3.2192 -1.9109
H -0.3601 -1.2457 1.9542
H 5.8941 3.4383 5.9062
H 0.0596 3.3653 -4.0825
H -4.8324 5.5617 0.4777
H 7.3637 3.4937 1.6934
H -3.5554 1.5729 -1.5802
H -1.1515 1.2538 -0.2115
H -11.6438 5.6819 -0.0438
H 2.8393 3.6105 0.7025
H -1.1497 -0.0356 5.0446
H -5.3127 2.9115 -4.5300
*
```

Calculated values
DFT total energy (eV): -132563.965
Gap between HOMO and LUMO (eV): 8.83